(1)
{
  "formula": "C68H55BrNO9",
  "method": "the ωB97M-V functional and the def2-TZVPD basis",
  "orbital_gap_ev": [6.90, 8.27],
  "spin_multiplicity": 2,
  "s2": 0.754,
  "total_charge": 0,
  "largest_force_ev_per_a": 0.397,
  "de_lowest_kj_mol": 0.0,
  "total_energy_ev": -161369.5302,
  "elements": ["C", "C", "C", "Br", "C", "C", "C", "C", "C", "N", "O", "C", "C", "C", "C", "H", "H", "H", "H", "H", "H", "H", "H", "H", "H", "H", "H", "H", "H", "H", "H", "H", "H", "H", "H", "H", "H", "H", "C", "C", "C", "C", "C", "C", "C", "O", "C", "C", "C", "C", "C", "C", "C", "O", "H", "H", "H", "H", "H", "H", "H", "H", "C", "C", "C", "C", "C", "C", "C", "O", "C", "C", "C", "C", "C", "C", "C", "O", "H", "H", "H", "H", "H", "H", "H", "H", "C", "C", "C", "C", "C", "C", "C", "O", "C", "C", "C", "C", "C", "C", "C", "O", "H", "H", "H", "H", "H", "H", "H", "H", "C", "C", "C", "C", "C", "C", "C", "O", "C", "C", "C", "C", "C", "C", "C", "O", "H", "H", "H", "H", "H", "H", "H", "H"],
  "positions_angstrom": [[0.738, -3.869, -8.856], [1.728, -3.111, -7.973], [1.968, -1.671, -8.406], [2.866, -1.747, -10.174], [2.765, -0.722, -7.487], [1.886, 0.228, -6.654], [1.524, -0.183, -5.221], [0.436, -1.271, -5.187], [0.991, 1.038, -4.468], [2.786, -0.634, -4.551], [3.426, 0.281, -3.929], [3.632, -1.712, -5.160], [2.983, -3.097, -4.944], [4.981, -1.722, -4.438], [3.887, -1.378, -6.654], [0.198, -4.622, -8.277], [1.241, -4.372, -9.683], [-0.008, -3.193, -9.288], [2.691, -3.631, -7.961], [1.370, -3.097, -6.939], [1.010, -1.203, -8.651], [3.282, -0.053, -8.177], [0.949, 0.425, -7.191], [2.412, 1.187, -6.587], [-0.546, -0.790, -5.196], [0.473, -1.941, -6.050], [0.492, -1.871, -4.276], [0.871, 0.801, -3.407], [1.659, 1.893, -4.556], [0.014, 1.306, -4.879], [3.397, -3.561, -4.044], [3.195, -3.760, -5.785], [1.903, -3.057, -4.813], [5.552, -0.813, -4.620], [5.555, -2.581, -4.804], [4.836, -1.830, -3.362], [4.219, -2.297, -7.148], [4.747, -0.703, -6.679], [-1.047, 0.095, -0.479], [-1.819, -0.614, 0.436], [-3.177, -0.780, 0.221], [-3.770, -0.237, -0.913], [-2.998, 0.478, -1.829], [-1.637, 0.644, -1.605], [-3.601, 1.070, -3.058], [-2.919, 1.651, -3.876], [-5.073, 0.913, -3.246], [-5.674, 1.491, -4.358], [-7.037, 1.353, -4.556], [-7.806, 0.633, -3.649], [-7.212, 0.052, -2.541], [-5.845, 0.192, -2.334], [-5.231, -0.439, -1.131], [-5.891, -1.099, -0.356], [0.014, 0.224, -0.308], [-1.359, -1.037, 1.320], [-3.793, -1.326, 0.923], [-1.058, 1.204, -2.326], [-5.058, 2.045, -5.053], [-7.504, 1.807, -5.420], [-8.871, 0.526, -3.807], [-7.793, -0.510, -1.823], [-4.261, -4.204, 2.080], [-5.414, -3.464, 1.837], [-6.120, -2.914, 2.893], [-5.683, -3.109, 4.198], [-4.528, -3.855, 4.441], [-3.818, -4.399, 3.377], [-4.033, -4.083, 5.829], [-3.006, -4.695, 6.041], [-4.844, -3.524, 6.947], [-4.425, -3.750, 8.251], [-5.119, -3.191, 9.310], [-6.249, -2.419, 9.071], [-6.683, -2.204, 7.773], [-5.980, -2.751, 6.706], [-6.457, -2.493, 5.317], [-7.440, -1.817, 5.103], [-3.706, -4.626, 1.251], [-5.749, -3.295, 0.823], [-7.009, -2.323, 2.723], [-2.924, -4.971, 3.587], [-3.540, -4.351, 8.415], [-4.771, -3.345, 10.323], [-6.785, -1.974, 9.899], [-7.558, -1.603, 7.565], [-1.840, 4.442, 9.199], [-3.086, 3.841, 9.340], [-3.233, 2.484, 9.109], [-2.134, 1.721, 8.733], [-0.885, 2.325, 8.586], [-0.742, 3.688, 8.822], [0.313, 1.538, 8.167], [1.400, 2.062, 8.053], [0.119, 0.085, 7.892], [1.206, -0.672, 7.467], [1.049, -2.023, 7.209], [-0.192, -2.629, 7.378], [-1.275, -1.880, 7.804], [-1.126, -0.522, 8.058], [-2.318, 0.260, 8.496], [-3.397, -0.272, 8.645], [-1.727, 5.503, 9.382], [-3.943, 4.434, 9.631], [-4.192, 1.995, 9.215], [0.235, 4.136, 8.704], [2.163, -0.183, 7.345], [1.895, -2.609, 6.873], [-0.319, -3.684, 7.172], [-2.249, -2.330, 7.937], [10.422, 6.163, -1.786], [10.654, 5.074, -0.953], [9.655, 4.142, -0.733], [8.415, 4.296, -1.342], [8.181, 5.391, -2.174], [9.189, 6.322, -2.395], [6.857, 5.591, -2.836], [6.661, 6.535, -3.570], [5.790, 4.589, -2.557], [4.539, 4.761, -3.138], [3.536, 3.836, -2.905], [3.774, 2.734, -2.092], [5.016, 2.560, -1.508], [6.029, 3.484, -1.736], [7.357, 3.271, -1.094], [7.574, 2.304, -0.396], [11.205, 6.889, -1.958], [11.618, 4.953, -0.476], [9.815, 3.285, -0.092], [8.986, 7.162, -3.045], [4.375, 5.622, -3.771], [2.563, 3.972, -3.360], [2.995, 2.002, -1.934], [5.225, 1.706, -0.877]],
  "mulliken_spin": [0.0000, -0.0001, 0.0038, 0.0000, -0.0271, 0.0399, -0.0191, 0.0316, -0.0187, 0.4634, 0.4923, -0.0377, 0.0281, 0.0021, 0.0390, 0.0000, 0.0000, 0.0000, -0.0002, -0.0004, -0.0003, -0.0002, -0.0024, 0.0066, -0.0017, 0.0014, -0.0187, 0.0007, 0.0186, -0.0024, -0.0027, -0.0005, -0.0043, 0.0057, -0.0004, -0.0030, 0.0001, 0.0026, 0.0004, -0.0002, 0.0001, -0.0001, 0.0004, -0.0011, 0.0001, 0.0000, 0.0001, 0.0000, 0.0000, 0.0000, 0.0000, 0.0000, -0.0001, 0.0000, 0.0002, 0.0000, 0.0000, 0.0000, 0.0000, 0.0000, 0.0000, 0.0000, 0.0000, 0.0000, 0.0000, 0.0000, 0.0000, 0.0000, 0.0000, 0.0000, 0.0000, 0.0000, 0.0000, 0.0000, 0.0000, 0.0000, 0.0000, 0.0000, 0.0000, 0.0000, 0.0000, 0.0000, 0.0000, 0.0000, 0.0000, 0.0000, 0.0000, 0.0000, 0.0000, 0.0000, 0.0000, 0.0000, 0.0000, 0.0000, 0.0000, 0.0000, 0.0000, 0.0000, 0.0000, 0.0000, 0.0000, 0.0000, 0.0000, 0.0000, 0.0000, 0.0000, 0.0000, 0.0000, 0.0000, 0.0000, 0.0000, 0.0000, 0.0000, 0.0000, -0.0001, 0.0003, -0.0004, -0.0001, 0.0010, -0.0003, -0.0013, 0.0228, -0.0043, 0.0013, -0.0002, 0.0001, 0.0000, 0.0000, 0.0000, 0.0000, 0.0001, -0.0005, -0.0133, -0.0010]
}

(2)
{
  "formula": "C42H47CdN4O2Si",
  "method": "the ωB97M-V functional and the def2-TZVPD basis",
  "orbital_gap_ev": 6.64,
  "total_charge": -1,
  "largest_force_ev_per_a": 0.168,
  "total_energy_ev": -66820.2996,
  "elements": ["Cd", "C", "C", "N", "C", "C", "C", "C", "C", "C", "C", "N", "C", "C", "C", "C", "C", "C", "C", "C", "N", "C", "H", "H", "H", "H", "H", "H", "H", "H", "H", "H", "H", "H", "C", "C", "C", "C", "C", "C", "N", "C", "C", "C", "C", "C", "C", "C", "O", "O", "C", "C", "H", "H", "H", "H", "H", "H", "H", "H", "H", "H", "H", "H", "H", "H", "C", "Si", "C", "C", "C", "C", "C", "C", "C", "C", "H", "H", "H", "H", "H", "H", "H", "H", "H", "H", "H", "H", "H", "H", "H", "H", "H", "H", "H", "H", "H"],
  "positions_angstrom": [[-0.447, -0.754, 0.484], [-3.032, 0.776, -3.146], [-2.069, 0.160, -2.326], [-1.985, 0.391, -1.042], [-2.820, 1.277, -0.453], [-3.838, 1.924, -1.188], [-3.917, 1.640, -2.567], [-4.731, 2.813, -0.541], [-4.594, 2.997, 0.808], [-3.576, 2.380, 1.552], [-2.628, 1.541, 0.966], [-1.603, 0.906, 1.582], [-1.095, 1.318, 2.784], [-1.127, 2.610, 3.293], [-0.493, 2.963, 4.496], [0.179, 2.047, 5.251], [0.244, 0.711, 4.792], [0.920, -0.298, 5.513], [0.954, -1.574, 5.033], [0.312, -1.839, 3.808], [-0.321, -0.931, 3.115], [-0.378, 0.341, 3.577], [-3.064, 0.552, -4.204], [-1.359, -0.548, -2.736], [-4.688, 2.127, -3.156], [-5.507, 3.306, -1.113], [-5.287, 3.645, 1.334], [-3.546, 2.557, 2.616], [-1.625, 3.387, 2.735], [-0.543, 3.997, 4.818], [0.667, 2.318, 6.179], [1.410, -0.036, 6.445], [1.467, -2.368, 5.558], [0.340, -2.838, 3.388], [-1.996, 4.327, -3.394], [-0.952, 4.010, -2.355], [-1.233, 4.252, -1.015], [-0.280, 3.992, -0.044], [0.964, 3.503, -0.391], [1.252, 3.240, -1.727], [2.505, 2.760, -2.124], [3.498, 2.249, -1.285], [4.809, 2.695, -1.475], [5.853, 2.202, -0.712], [5.601, 1.278, 0.291], [4.300, 0.845, 0.495], [3.244, 1.292, -0.292], [1.892, 0.643, -0.078], [1.150, 0.469, -1.066], [1.628, 0.260, 1.094], [0.290, 3.481, -2.718], [0.618, 3.123, -4.141], [-2.894, 4.721, -2.917], [-2.285, 3.440, -3.960], [-1.638, 5.070, -4.111], [-2.214, 4.618, -0.733], [-0.500, 4.173, 0.998], [1.703, 3.309, 0.375], [2.840, 3.110, -3.005], [4.995, 3.450, -2.231], [6.861, 2.559, -0.889], [6.406, 0.899, 0.906], [4.066, 0.125, 1.268], [1.050, 2.120, -4.179], [1.347, 3.810, -4.587], [-0.263, 3.138, -4.778], [-0.249, -3.081, -2.382], [-0.069, -3.082, -0.478], [1.749, -3.695, -0.192], [2.211, -3.417, 1.240], [2.638, -2.863, -1.128], [1.969, -5.175, -0.507], [-1.399, -4.368, 0.113], [-1.445, -5.648, -0.728], [-1.184, -4.739, 1.580], [-2.766, -3.684, -0.001], [0.152, -3.992, -2.836], [0.280, -2.229, -2.812], [-1.301, -3.010, -2.672], [2.120, -2.356, 1.482], [3.265, -3.702, 1.357], [1.636, -3.986, 1.973], [2.480, -1.792, -0.985], [2.451, -3.089, -2.178], [3.695, -3.077, -0.924], [1.465, -5.822, 0.215], [3.039, -5.415, -0.470], [1.608, -5.442, -1.504], [-0.538, -6.244, -0.622], [-1.575, -5.427, -1.790], [-2.290, -6.277, -0.419], [-0.245, -5.275, 1.734], [-1.996, -5.386, 1.937], [-1.175, -3.845, 2.210], [-2.991, -3.393, -1.031], [-2.818, -2.781, 0.613], [-3.559, -4.366, 0.330]],
  "lowdin_charge": [1.2634, -0.0645, -0.1338, 0.0506, -0.1646, -0.1811, -0.0437, -0.0864, -0.1066, -0.0484, -0.2472, -0.0009, -0.2356, -0.0551, -0.0964, -0.0752, -0.1661, -0.0279, -0.0580, -0.1551, 0.0627, -0.1721, 0.0997, 0.0877, 0.1136, 0.0961, 0.0960, 0.0946, 0.0823, 0.0973, 0.0971, 0.1090, 0.0964, 0.0742, -0.0584, -0.2299, -0.0615, -0.0659, -0.0110, -0.2080, 0.0926, -0.1955, -0.0364, -0.1083, -0.1004, -0.0241, -0.0793, -0.6963, -0.0753, -0.1120, -0.1698, -0.0408, 0.0733, 0.0581, 0.0803, 0.1024, 0.0886, 0.1199, 0.1207, 0.1032, 0.0931, 0.0922, 0.1129, 0.0865, 0.0801, 0.0619, -0.2463, 0.6173, -0.6695, -0.1257, -0.1130, -0.1141, -0.6876, -0.1126, -0.1182, -0.1434, 0.0188, 0.0106, 0.0093, 0.0513, 0.0795, 0.0509, 0.0571, 0.0689, 0.0813, 0.0599, 0.0762, 0.0692, 0.0562, 0.0669, 0.0748, 0.0614, 0.0789, 0.0530, 0.0657, 0.0528, 0.0755]
}

(3)
{
  "formula": "H3NO4P",
  "method": "the ωB97M-V functional and the def2-TZVPD basis",
  "orbital_gap_ev": 9.10,
  "total_charge": -1,
  "smiles": "N[P@](=O)([O-])OO",
  "largest_force_ev_per_a": 3.518,
  "de_lowest_kj_mol": 22.4,
  "total_energy_ev": -19019.5820,
  "elements": ["N", "P", "O", "O", "O", "O", "H", "H", "H"],
  "positions_angstrom": [[0.835, -1.101, -0.061], [-0.690, -0.266, -0.003], [-0.779, 0.244, 1.408], [-1.708, -1.169, -0.524], [-0.389, 1.103, -0.918], [0.189, 2.026, -0.082], [0.960, -1.732, -0.852], [1.659, -0.589, 0.220], [-0.077, 1.484, 0.813]],
  "lowdin_charge": [-0.0866, 0.1915, -0.3438, -0.3350, -0.3179, -0.1956, 0.0210, 0.0183, 0.0480]
}